Record 1
The following is a quantum chemistry calculation of a cluster of 12 separate species, C35H84F12N9O13P in total in a non-equilibrium geometry, from the Open Molecules 2025 dataset.

The geometry in XYZ format:
```
154
Properties=species:S:1:pos:R:3:forces:R:3:lowdin_charge:R:1
C -0.040 1.111 3.839 -0.153 -0.382 -0.196 0.02
C 0.557 0.017 4.661 0.155 0.549 -0.078 -0.41
O 0.450 -0.129 5.825 -0.097 -0.306 0.313 0.21
N 1.504 -0.861 3.902 1.294 0.453 0.447 0.07
H 1.041 -1.736 3.561 -0.831 -0.440 0.045 0.11
H 1.895 -0.379 3.057 -0.981 -0.097 -0.277 0.10
C 2.686 -1.213 4.767 0.325 -0.211 -1.210 0.02
H 0.728 1.843 3.577 0.168 -0.208 -0.100 0.09
H -0.805 1.622 4.414 -0.166 -0.173 -0.002 0.10
H -0.424 0.641 2.930 -0.182 0.322 -0.051 0.09
H 3.481 -1.409 4.040 -0.021 -0.503 0.192 0.07
H 2.458 -2.097 5.347 0.121 0.145 0.356 0.12
H 3.057 -0.356 5.319 -0.530 -0.035 0.460 0.11
C 3.337 8.738 1.112 0.211 -0.145 0.044 0.05
C 3.601 7.307 1.452 -0.230 1.427 0.287 -0.41
O 3.129 6.701 2.341 0.007 -0.920 0.165 0.19
N 4.584 6.582 0.541 0.359 -0.236 -0.400 0.10
H 4.943 7.241 -0.158 -0.156 -0.097 -0.099 0.18
H 5.400 6.323 1.106 -0.119 0.033 0.033 0.19
C 3.994 5.324 -0.107 0.461 0.799 0.749 0.04
H 3.028 8.830 0.067 -0.225 0.102 0.109 0.11
H 4.200 9.400 1.245 0.219 -0.313 -0.024 0.12
H 2.593 9.065 1.832 -0.256 0.145 -0.307 0.11
H 2.941 5.507 -0.289 0.036 0.012 -0.343 0.11
H 4.086 4.540 0.635 -0.014 -0.142 -0.124 0.08
H 4.597 5.150 -0.990 -0.255 -0.261 -0.158 0.11
C -5.641 -4.930 -4.045 0.547 0.049 -0.498 0.05
C -4.857 -4.273 -5.146 -1.370 -0.186 0.104 -0.40
O -5.236 -3.912 -6.196 0.452 0.232 -0.241 0.23
N -3.381 -4.037 -4.800 0.133 0.924 0.590 0.10
H -3.075 -4.761 -4.149 0.289 -0.047 -0.250 0.18
H -2.830 -3.999 -5.664 -0.079 -0.690 -0.001 0.19
C -3.193 -2.661 -4.201 -0.668 0.446 0.275 0.02
H -5.545 -4.374 -3.111 0.122 -0.206 0.112 0.07
H -5.237 -5.945 -3.961 -0.176 -0.006 0.366 0.12
H -6.680 -4.982 -4.351 -0.022 -0.023 -0.055 0.12
H -3.399 -1.952 -5.000 0.614 0.004 -0.148 0.11
H -2.228 -2.586 -3.713 0.256 0.047 -0.486 0.09
H -3.921 -2.375 -3.439 -0.223 -0.846 0.055 0.10
C -0.966 2.971 -4.883 0.470 -0.040 -0.393 0.03
C -1.802 3.809 -3.980 0.286 -0.211 -0.086 -0.41
O -1.498 4.841 -3.504 -0.109 0.337 0.315 0.20
N -3.170 3.254 -3.662 -0.079 0.050 -0.407 0.08
H -3.238 2.331 -4.085 -0.240 -0.056 0.241 0.17
H -3.282 3.177 -2.635 0.132 -0.042 -0.176 0.10
C -4.251 4.150 -4.176 -0.678 0.604 -0.146 0.02
H -1.420 2.799 -5.862 -0.243 0.045 0.111 0.11
H -0.707 2.000 -4.457 -0.221 0.026 0.175 0.09
H -0.041 3.518 -5.055 -0.005 -0.004 0.009 0.11
H -4.070 5.144 -3.777 0.022 -0.030 0.063 0.11
H -5.224 3.806 -3.836 0.152 -0.170 0.242 0.11
H -4.288 4.203 -5.262 0.432 -0.218 -0.007 0.12
C 7.108 -2.010 1.981 0.213 0.592 -0.696 0.04
C 7.077 -0.728 2.739 0.280 -0.738 0.654 -0.38
O 7.398 -0.546 3.851 -0.177 0.394 0.115 0.24
N 6.618 0.551 1.954 0.683 -0.829 -0.478 0.09
H 7.223 1.292 2.327 -0.612 0.196 0.362 0.19
H 6.901 0.460 0.976 0.005 -0.048 0.047 0.17
C 5.148 0.751 1.989 -0.913 1.523 0.384 0.00
H 6.849 -2.855 2.610 -0.139 0.053 0.094 0.12
H 8.155 -2.140 1.679 -0.004 -0.098 0.021 0.13
H 6.517 -1.943 1.067 -0.134 -0.264 0.101 0.08
H 4.687 0.692 2.974 0.656 -0.652 0.253 0.10
H 4.601 0.115 1.298 0.214 -0.120 -0.041 0.09
H 4.952 1.802 1.768 0.058 -0.126 -0.564 0.10
C -1.113 4.095 2.101 -0.182 0.423 0.913 0.03
C -1.252 5.573 2.319 -0.011 -0.074 -1.163 -0.38
O -0.768 6.429 1.670 0.173 0.336 0.213 0.19
N -2.196 6.000 3.458 1.078 -0.918 0.166 0.10
H -3.150 5.991 3.076 -0.019 0.265 0.184 0.20
H -2.130 5.246 4.148 -0.437 0.113 0.069 0.18
C -1.783 7.286 4.106 -0.990 0.252 0.578 0.03
H -2.065 3.635 2.366 0.169 -0.385 -0.190 0.08
H -0.319 3.747 2.772 -0.155 -0.076 0.039 0.09
H -0.815 3.889 1.080 -0.186 0.096 -0.118 0.10
H -2.472 7.440 4.937 -0.141 0.176 -0.188 0.12
H -1.883 8.081 3.379 0.237 0.092 0.018 0.11
H -0.805 7.206 4.568 0.230 -0.169 -0.498 0.11
C 7.020 -1.723 -5.541 0.152 0.015 0.673 0.05
C 5.694 -1.223 -5.074 0.714 0.616 -1.363 -0.37
O 4.868 -0.711 -5.727 -0.694 0.003 0.265 0.21
N 5.462 -1.227 -3.527 0.396 -0.630 0.447 0.09
H 5.956 -2.059 -3.188 -0.285 -0.013 0.126 0.18
H 5.975 -0.447 -3.109 -0.101 0.168 -0.314 0.18
C 4.018 -1.206 -3.148 -0.388 -0.113 -0.023 0.00
H 7.232 -2.737 -5.194 0.035 0.007 -0.053 0.11
H 7.792 -1.051 -5.145 0.017 -0.133 0.077 0.12
H 7.078 -1.659 -6.623 -0.223 -0.107 -0.060 0.12
H 3.604 -2.204 -3.255 0.057 -0.016 -0.136 0.10
H 3.507 -0.521 -3.818 0.071 -0.018 -0.074 0.10
H 3.851 -0.879 -2.127 0.365 0.015 0.076 0.08
C -6.766 -3.535 1.544 -0.362 0.492 -0.178 0.06
C -6.473 -3.052 0.169 0.181 -0.978 0.466 -0.40
O -5.733 -3.498 -0.638 0.118 0.144 -0.489 0.16
N -7.206 -1.787 -0.227 0.662 0.921 -0.033 0.11
H -7.526 -1.879 -1.194 -0.550 -0.261 0.242 0.19
H -7.952 -1.552 0.433 -0.317 -0.228 -0.352 0.19
C -6.265 -0.607 -0.252 0.427 0.791 0.561 0.01
H -7.834 -3.760 1.634 -0.016 0.156 0.064 0.12
H -6.523 -2.697 2.207 -0.091 -0.248 0.290 0.12
H -6.216 -4.432 1.799 0.287 0.067 -0.107 0.11
H -5.879 -0.391 0.744 -0.200 -0.256 0.114 0.11
H -6.802 0.282 -0.574 -0.098 -0.125 -0.154 0.11
H -5.398 -0.777 -0.882 -0.243 -0.333 -0.253 0.08
C 0.875 -5.029 -0.750 -0.230 0.241 -0.380 0.04
C 1.359 -3.620 -0.710 -0.345 0.021 0.252 -0.42
O 1.640 -2.921 -1.632 0.206 0.166 -0.325 0.14
N 1.516 -3.053 0.654 -0.500 -0.928 -0.031 0.08
H 1.375 -2.019 0.650 0.488 0.082 0.041 0.13
H 0.783 -3.440 1.295 -0.244 0.312 0.646 0.12
C 2.814 -3.510 1.232 -0.017 0.659 -0.153 0.03
H 0.675 -5.271 -1.791 0.186 -0.166 0.004 0.10
H -0.047 -5.150 -0.175 0.188 0.021 0.281 0.09
H 1.642 -5.691 -0.346 -0.131 -0.134 0.042 0.11
H 3.612 -3.157 0.581 0.071 0.125 0.141 0.09
H 2.856 -4.593 1.278 -0.228 -0.024 0.172 0.11
H 2.863 -3.073 2.223 0.207 -0.173 0.075 0.09
C 1.123 0.568 0.452 -0.986 -1.131 1.657 -0.45
O 0.233 -0.354 -0.205 -0.050 -0.232 -0.296 -0.11
O 1.915 -0.144 1.270 1.124 0.380 -1.019 -0.20
C 1.699 1.511 -0.642 -0.848 1.076 -0.273 -0.49
F 0.648 2.000 -1.339 0.079 0.128 -0.104 0.11
F 2.269 2.655 -0.132 0.478 -0.858 0.196 0.09
F 2.530 1.018 -1.579 0.284 -0.242 0.719 0.13
C -1.029 0.072 -0.746 0.410 -0.390 -1.187 -0.24
C -1.963 -1.124 -0.882 -0.004 0.762 1.114 -0.04
H -2.107 -1.546 0.109 0.049 -0.366 -0.076 0.06
H -2.945 -0.734 -1.163 0.051 -0.093 -0.364 0.06
H -1.588 -1.870 -1.578 -0.005 -0.033 0.010 0.06
H -0.842 0.428 -1.768 -0.114 0.213 0.182 0.10
H -1.490 0.892 -0.199 0.109 -0.107 0.320 0.10
H 0.469 1.179 1.103 -0.020 0.834 -0.690 0.13
C -0.935 -4.016 3.079 1.368 -1.225 1.767 -0.47
O -0.466 -5.231 2.455 -0.360 0.424 -0.648 -0.13
O 0.046 -3.125 3.093 0.766 1.327 -1.436 -0.18
C -2.213 -3.586 2.370 -0.235 -0.090 -0.047 -0.54
F -2.612 -2.338 2.680 0.047 -0.046 0.034 0.13
F -2.070 -3.603 1.016 0.068 -0.014 -0.055 0.09
F -3.232 -4.414 2.655 -0.067 0.188 -0.106 0.14
C -1.060 -6.459 2.887 0.836 -0.864 -0.679 -0.24
C -0.218 -7.574 2.267 0.405 -0.112 0.278 -0.06
H -0.691 -8.554 2.328 -0.169 0.113 0.106 0.09
H 0.038 -7.407 1.219 -0.244 0.180 -0.023 0.06
H 0.723 -7.650 2.817 0.025 -0.015 -0.096 0.08
H -2.089 -6.575 2.546 -0.122 0.304 0.255 0.11
H -0.954 -6.562 3.968 -0.464 0.233 0.087 0.13
H -1.137 -4.335 4.117 -0.906 0.216 -0.077 0.16
P -4.291 2.818 -0.276 -0.106 0.392 -0.987 0.19
F -4.634 1.929 -1.631 -0.150 -0.186 0.046 -0.19
F -4.464 4.159 -1.182 -0.052 -0.177 0.123 -0.14
F -5.818 2.834 0.125 -0.015 -0.395 0.060 -0.10
F -3.921 3.723 0.995 0.481 -0.249 0.127 -0.14
F -3.985 1.440 0.506 -0.196 0.238 0.248 -0.15
F -2.714 2.795 -0.807 0.140 0.160 0.388 -0.20
```
Forces are in eV/Å.

Computed properties:
Charge ... +6
F_max ... 0.0495 Eh/bohr
LUMO energy ... -12.173 eV

=====

Record 2
The following is a quantum chemistry calculation of a cluster of 2 separate species, C2H2N2O4 in total in a non-equilibrium geometry, from the Open Molecules 2025 dataset.

The geometry in XYZ format:
```
10
Properties=species:S:1:pos:R:3:forces:R:3:mulliken_spin:R:1
C 1.206 -0.924 -0.254 2.305 -3.577 -5.758 0.04
C -0.382 0.649 0.349 2.272 -3.379 1.692 0.66
N 0.091 1.722 0.025 -4.560 1.950 -0.957 0.48
N -1.578 -0.124 0.297 -0.644 2.513 -1.337 -0.01
O -1.648 -1.150 0.875 0.324 -1.439 1.275 0.01
O 0.786 -2.003 -0.656 1.049 1.858 -0.299 0.18
O 1.080 2.353 -0.084 2.968 0.695 0.000 0.56
O -2.396 0.350 -0.453 -1.195 0.283 -0.823 0.09
H 1.987 -0.224 -0.702 -0.747 -0.927 -0.094 0.00
H 0.853 -0.647 0.603 -1.771 2.022 6.301 0.00
```
Forces are in eV/Å.

Computed properties:
Charge ... 0
F_max ... 0.1392 Eh/bohr
2S+1 ... 3
LUMO energy (spin up / spin down) ... -1.092 / -3.625 eV
Energy relative to the best compared isomer or geometry (same formula, charge and spin) ... 6.171 eV

=====

Record 3
The following is a quantum chemistry calculation of a structure of composition C25H24IrN4, from the Open Molecules 2025 dataset.

The geometry in XYZ format:
```
54
Properties=species:S:1:pos:R:3:forces:R:3:mulliken_spin:R:1
Ir -0.843 0.647 0.100 0.134 0.030 0.066 0.32
C -2.436 -1.544 -4.630 0.016 0.010 0.011 -0.01
C -1.334 -0.869 -4.123 0.013 0.000 0.006 0.00
C -1.249 -0.621 -2.763 0.009 0.001 -0.083 -0.01
C -2.274 -1.050 -1.927 -0.015 -0.043 0.123 0.00
C -3.383 -1.727 -2.421 -0.018 -0.011 -0.088 0.00
C -3.452 -1.971 -3.781 -0.024 -0.010 0.047 0.00
N -2.148 -0.751 -0.539 -0.390 -0.064 0.083 0.00
N -2.982 -1.199 0.278 0.107 -0.054 0.023 0.03
C -2.738 -0.786 1.589 0.105 0.070 -0.047 -0.01
C -3.503 -1.282 2.633 0.006 0.014 0.057 0.01
C -3.164 -0.922 3.933 -0.071 -0.059 -0.039 -0.01
C -2.077 -0.099 4.171 0.122 0.086 -0.064 0.01
C -1.308 0.421 3.117 -0.067 0.014 0.147 0.00
C -1.668 0.102 1.832 -0.042 -0.063 -0.521 0.01
H -2.505 -1.739 -5.691 -0.001 0.000 -0.010 0.00
H -0.542 -0.543 -4.783 -0.002 0.000 -0.007 0.00
H -0.363 -0.124 -2.371 -0.027 -0.007 0.026 0.00
H -4.171 -2.049 -1.756 0.004 0.010 0.018 0.00
H -4.308 -2.496 -4.183 -0.001 -0.002 -0.008 0.00
H -4.335 -1.942 2.426 0.006 -0.010 -0.019 0.00
H -3.742 -1.304 4.762 0.002 0.002 0.007 0.00
H -1.801 0.144 5.188 -0.008 0.009 0.006 0.00
H -0.445 1.038 3.330 0.004 -0.010 0.005 0.00
C 3.497 -2.293 -0.421 0.003 -0.002 0.019 0.02
C 2.400 -2.464 0.639 -0.009 -0.010 -0.058 0.10
C 1.703 -3.842 0.471 -0.013 -0.015 0.018 0.05
C 2.974 -2.343 2.064 -0.006 -0.007 0.033 0.04
C 1.364 -1.470 0.460 0.078 0.058 -0.007 0.13
C 0.481 -0.615 0.290 0.046 0.028 0.069 0.27
H 4.254 -3.062 -0.272 -0.005 -0.006 0.000 0.00
H 3.980 -1.320 -0.333 0.001 0.004 0.000 0.00
H 3.093 -2.400 -1.427 -0.001 0.005 -0.007 0.00
H 2.461 -4.609 0.634 0.007 0.003 -0.008 0.00
H 1.298 -3.962 -0.532 -0.005 0.000 -0.002 0.00
H 0.909 -3.979 1.204 0.001 -0.002 0.002 0.00
H 3.716 -3.128 2.201 0.002 -0.002 -0.005 0.00
H 2.196 -2.468 2.816 -0.001 0.000 0.000 0.00
H 3.463 -1.381 2.210 -0.002 0.002 -0.004 0.00
N 0.236 4.466 1.358 -0.017 0.037 0.015 0.00
C -0.379 3.299 1.485 -0.006 -0.076 -0.077 0.00
N -0.033 2.457 0.510 0.022 0.088 0.309 0.02
C 0.882 3.148 -0.302 0.010 -0.014 -0.005 0.00
C 1.571 2.745 -1.441 0.025 0.015 0.001 0.00
C 2.415 3.672 -2.016 -0.011 -0.034 -0.012 0.00
C 2.576 4.958 -1.476 -0.007 0.028 0.026 0.00
C 1.904 5.359 -0.340 0.015 -0.005 -0.026 0.00
C 1.054 4.421 0.231 0.008 -0.021 -0.039 0.00
H 0.112 5.254 1.976 -0.003 -0.003 -0.003 0.00
H -1.083 3.070 2.269 -0.002 0.019 0.026 0.00
H 1.467 1.750 -1.858 0.000 -0.011 0.001 0.00
H 2.972 3.405 -2.904 0.002 -0.001 -0.006 0.00
H 3.250 5.650 -1.962 0.004 0.005 0.000 0.00
H 2.033 6.348 0.077 0.003 0.004 0.004 0.00
```
Forces are in eV/Å.

Computed properties:
Charge ... +2
F_max ... 0.0102 Eh/bohr
2S+1 ... 2
LUMO energy (spin up / spin down) ... -7.751 / -9.376 eV